# 1
The following is a DFT calculation (ωB97M-V/def2-TZVPD) of a 11-piece molecular cluster, C46H65F27O23 overall.

Properties
**Total charge**: 0
**Structure (SMILES)**: CCOC(=O)C(F)(F)F.CCOC(=O)C(F)(F)F.CCOC(=O)C(F)(F)F.CCOC(=O)C(F)(F)F.CCOC(=O)C(F)(F)F.CCOC(=O)C(F)(F)F.CCOC(=O)C(F)(F)F.CCOC(=O)C(F)(F)F.CCOC(=O)C(F)(F)F.COCCOCCOC.O=C1CCCO1
**LUMO level**: 0.38 eV
**Total energy**: -6218.7376 Eh

Last column: Löwdin charge in e.
Atoms and positions in Å:
C (-4.86, -3.26, 3.16)  -0.1500
H (2.32, -6.10, -4.93)  0.0915
C (1.95, 5.19, -1.14)  -0.4941
H (-3.00, 3.96, -1.38)  0.0832
H (4.58, 5.20, 3.77)  0.0968
H (2.62, -3.59, -4.46)  0.1233
H (-3.75, -3.75, -1.76)  0.0617
C (2.59, -5.67, -3.95)  -0.0653
H (-3.64, -5.83, -3.26)  0.1371
C (-7.83, -4.81, 4.66)  -0.2023
H (1.18, 5.48, -5.39)  0.1172
H (-2.31, 2.01, -3.63)  0.1182
F (-0.66, 3.69, 1.44)  0.1453
C (-4.42, 0.63, -2.87)  -0.4084
F (-2.07, -4.02, -6.96)  0.1432
O (1.52, 3.09, 3.12)  0.1404
O (-0.15, 3.00, 6.48)  0.1243
O (1.67, -1.77, 3.45)  0.1447
O (-4.55, 0.39, -4.02)  0.2064
C (0.31, 2.34, -5.63)  -0.0828
H (-4.52, -4.05, 1.14)  0.1310
F (0.24, 0.73, 4.71)  0.1395
H (-2.48, 2.60, 7.95)  0.1262
F (-0.01, -3.38, -6.61)  0.1381
H (-3.38, -2.43, 0.40)  0.0777
O (5.03, 0.98, -2.40)  0.0401
H (-1.69, -2.08, 0.89)  0.0874
F (-1.71, -2.20, -5.86)  0.1290
H (3.23, 0.99, -5.22)  0.0745
C (5.14, -3.69, -0.92)  -0.5266
O (5.46, 2.83, -1.21)  0.1451
H (2.38, 0.70, 0.61)  0.1527
H (-7.22, -5.45, 7.06)  0.0789
O (5.48, -5.33, -2.65)  0.1356
C (0.68, -3.53, 1.65)  -0.1491
H (-0.19, -3.30, 2.26)  0.1071
F (2.82, 4.86, -0.10)  0.1266
F (7.45, 1.35, -0.07)  0.1550
O (1.09, -0.23, -0.74)  0.0423
H (1.03, 8.75, -4.23)  0.0733
H (2.43, 6.02, 5.04)  0.1332
H (1.79, 9.70, -3.02)  0.0886
F (4.33, -3.99, 3.54)  0.1651
H (-8.28, -5.04, 3.69)  0.1345
C (3.33, -4.34, -4.10)  -0.1857
H (0.34, -0.25, 1.79)  0.0727
C (4.82, -4.36, -2.23)  -0.3279
O (3.74, -3.82, -2.84)  0.0119
C (3.59, 5.49, 3.35)  -0.0510
H (4.52, -0.09, -4.57)  0.0849
C (-2.85, -4.35, -1.86)  -0.0635
O (3.55, 5.32, -2.85)  0.1453
C (-0.59, 4.19, 2.68)  -0.4651
O (-3.94, 1.73, -2.31)  0.0399
C (0.42, -4.82, 0.84)  -0.0367
C (-6.83, -3.71, 4.38)  -0.2592
O (-5.91, -4.17, 3.49)  -0.1288
H (-0.95, 2.95, 8.83)  0.1323
C (-1.24, -3.49, -6.02)  -0.4551
F (5.67, 0.34, 0.67)  0.1555
H (-5.66, -5.48, 6.17)  0.0818
O (1.86, -3.83, 2.51)  0.0467
H (0.43, 1.54, -6.37)  0.1300
C (-1.28, -4.24, -4.73)  -0.4005
C (-4.98, -0.32, -1.80)  -0.4716
O (-1.00, 1.25, 7.63)  0.0647
C (2.52, 5.19, 4.35)  -0.1769
F (0.82, -0.33, 6.55)  0.1627
H (-0.69, 0.86, 1.01)  0.0857
C (2.02, 9.06, -3.90)  -0.0540
H (-3.06, 0.80, 9.45)  0.0778
C (-2.73, -5.24, -3.07)  -0.1352
H (3.03, 7.25, -4.37)  0.1064
F (0.55, -0.85, -4.06)  0.1367
C (3.69, 0.58, -4.32)  -0.0264
O (-0.52, 4.50, -6.07)  0.0259
C (2.66, 5.92, -2.26)  -0.3877
H (4.20, -4.54, -4.70)  0.1211
H (-0.07, 1.82, -4.76)  0.0952
F (-1.02, -1.52, -2.71)  0.1523
H (3.85, 8.20, -3.12)  0.1297
C (-0.22, 1.80, 6.76)  -0.4056
O (-7.30, -6.05, 5.09)  -0.1834
C (-0.66, 3.22, -6.43)  -0.4777
H (-2.81, -5.03, -1.00)  0.0829
C (1.33, 0.78, 0.22)  -0.2054
H (-1.55, 4.08, -2.46)  0.0609
C (-1.67, 2.18, 8.53)  -0.1708
O (-1.54, 2.89, -7.21)  0.1045
H (1.26, 1.74, -0.24)  0.0996
F (3.00, -3.93, 5.24)  0.1408
F (0.95, 5.89, -0.61)  0.1708
H (-1.43, 0.88, 10.24)  0.0841
H (0.06, 4.76, -4.17)  0.1041
H (2.96, -0.05, -3.83)  0.0543
H (2.16, 3.37, -6.02)  0.1205
H (-3.71, -4.96, 2.48)  0.1356
H (3.41, 2.18, -2.85)  0.1095
C (0.55, 4.63, -5.11)  -0.1132
F (4.50, -2.53, -0.69)  0.1525
C (0.85, 4.10, 3.18)  -0.3818
F (1.92, 1.40, 5.98)  0.1995
O (0.25, 1.21, -2.25)  0.1594
H (-5.25, -2.30, 2.77)  0.1287
O (2.24, 7.14, -2.51)  0.0409
C (6.33, 0.71, -0.45)  -0.5058
H (2.63, 4.19, 4.75)  0.1170
H (-2.58, 2.16, 10.48)  0.0713
C (3.41, -3.23, 4.14)  -0.5040
F (6.46, -3.42, -0.76)  0.1527
F (1.50, 4.02, -1.61)  0.1481
H (3.70, 6.56, 3.20)  0.0746
H (-8.52, -4.50, 5.46)  0.1276
C (1.41, 3.32, -5.24)  -0.1154
C (5.48, 1.61, -1.37)  -0.3924
H (-4.22, -3.07, 4.02)  0.1302
F (1.02, -2.20, -2.46)  0.1530
F (-1.42, 3.39, 3.41)  0.1456
O (-2.51, -4.40, -4.26)  0.0436
H (2.46, 9.73, -4.64)  0.0840
H (-3.54, 3.23, -3.77)  0.1411
H (-6.57, -6.97, 6.72)  0.0919
C (2.21, -2.86, 3.33)  -0.3936
H (3.48, 5.00, 2.40)  0.0604
C (-3.03, 2.58, -3.03)  -0.1994
F (-6.34, -0.42, -1.90)  0.1366
O (-0.27, -4.74, -4.29)  0.1445
C (0.48, 0.10, -1.89)  -0.3724
H (1.86, 2.98, -4.32)  0.0767
O (-2.72, -3.46, 1.88)  -0.2052
H (0.13, -5.57, 1.57)  0.0797
C (4.22, 1.68, -3.37)  -0.1554
H (1.68, -5.62, -3.37)  0.0528
H (3.22, -6.40, -3.47)  0.0699
F (-1.10, 5.46, 2.57)  0.1321
F (4.85, -4.56, 0.06)  0.1652
F (6.76, -0.40, -1.09)  0.1451
C (-2.24, 1.44, 9.75)  -0.0499
F (-4.52, -1.58, -1.87)  0.1413
C (0.27, -1.12, -2.76)  -0.4828
H (4.85, 2.37, -3.90)  0.1271
C (2.91, 7.88, -3.53)  -0.1768
O (1.23, 5.25, 3.72)  0.0373
H (-1.73, 2.73, -1.38)  0.0770
H (0.94, -2.72, 0.96)  0.1164
H (-1.86, -5.87, -2.97)  0.1133
C (-3.98, -3.98, 2.10)  -0.1938
H (0.54, 1.56, 1.99)  0.0399
H (-3.10, -1.51, 1.95)  0.1075
H (1.32, -5.17, 0.36)  0.0703
H (-2.04, -3.63, -1.74)  0.0657
H (-7.41, -2.86, 3.98)  0.1356
C (0.72, 0.88, 5.99)  -0.5425
C (0.35, 0.75, 1.32)  -0.0528
C (-6.61, -5.95, 6.33)  -0.0940
H (-6.31, -3.42, 5.28)  0.1173
C (-2.70, -2.27, 1.26)  -0.1381
C (-2.30, 3.44, -2.02)  -0.0513
F (4.02, -2.10, 4.56)  0.1517
H (-0.36, -4.68, 0.08)  0.0682
F (-4.68, 0.09, -0.54)  0.1320

=====

# 2
The following is a DFT calculation (ωB97M-V/def2-TZVPD) of one molecule with the formula C2H4N2O2.

Properties
**Total charge**: 0
**Structure (SMILES)**: ON1CC=NO1
**Energy above the lowest of the compared OMol25 structures with the same formula, charge and spin**: 153.9 kcal/mol
**LUMO level**: 0.81 eV
**Total energy**: -338.4080 Eh

Last column: Löwdin charge in e.
Atoms and positions in Å:
O (-0.33, 1.52, -0.24)  -0.1409
N (0.82, 0.41, -0.52)  -0.0768
C (-0.02, -0.75, -0.39)  -0.1475
C (-1.30, -0.20, 0.24)  -0.1250
H (2.34, 1.10, 0.39)  0.1108
H (0.44, -1.53, 0.22)  0.1233
N (-1.24, 1.01, 0.64)  0.0517
H (-2.14, -0.83, 0.47)  0.1038
O (1.68, 0.41, 0.58)  -0.0205
H (-0.25, -1.13, -1.39)  0.1211

=====

# 3
The following is a DFT calculation (ωB97M-V/def2-TZVPD) of a 6-piece molecular cluster, C11H20F3N2O11 overall.

Properties
**Total charge**: 0
**Multiplicity**: 2
**LUMO level (alpha / beta)**: 0.10 / 0.01 eV
**Total energy**: -1667.8002 Eh

Last column: Löwdin spin population.
Atoms and positions in Å:
H (-15.01, -1.84, -0.05)  0.0000
O (-11.84, 2.82, 4.53)  0.0009
H (-12.73, 1.22, 6.96)  0.0002
H (-15.69, 5.18, 6.14)  0.0159
C (-12.71, 2.28, 6.70)  0.0016
H (-19.68, 3.83, 3.91)  0.1669
H (-15.29, -2.64, 6.09)  0.0001
O (-15.99, 2.07, 5.75)  0.0313
H (-12.92, -1.37, -0.03)  0.0000
H (-17.11, -0.64, 5.45)  0.0009
C (-10.88, 2.96, 5.43)  0.0002
C (-13.08, 2.77, 5.23)  0.0023
N (-16.58, 4.71, 6.19)  0.1010
O (-12.96, -1.09, 2.06)  0.0001
H (-17.26, 4.95, 5.49)  0.1309
H (-15.39, -0.39, 5.74)  0.0004
H (-18.77, 2.66, 3.39)  0.0268
C (-13.86, -1.83, 2.72)  0.0002
O (-9.70, 3.21, 5.24)  0.0001
H (-14.24, -4.09, 5.91)  0.0000
C (-16.93, -4.36, 7.44)  0.0000
H (-17.04, 4.95, 7.06)  0.0342
C (-15.24, -3.72, 6.14)  0.0001
H (-16.48, -3.73, 4.34)  0.0000
O (-15.01, -1.83, 2.06)  0.0009
H (-16.06, -0.70, 4.10)  0.0005
O (-13.66, -2.53, 3.71)  0.0001
H (-15.53, -0.30, 0.84)  0.0012
C (-16.50, 1.33, 4.90)  0.0169
C (-16.21, -0.18, 5.05)  0.0052
H (-20.16, 2.44, 3.10)  0.0477
O (-17.59, -4.57, 8.46)  0.0000
H (-13.24, 2.86, 7.45)  0.0015
F (-13.30, 0.52, 0.42)  0.0006
N (-19.55, 3.24, 3.10)  0.2225
F (-15.76, -5.51, 4.80)  0.0000
O (-17.30, 1.72, 4.07)  0.0881
H (-19.39, 3.71, 2.22)  0.0720
C (-14.86, -1.16, 0.79)  0.0008
O (-15.66, -4.23, 7.34)  0.0000
C (-13.41, -0.78, 0.74)  0.0001
H (-13.72, 2.13, 4.63)  0.0009
F (-13.66, 3.97, 5.39)  0.0122
O (-17.37, -4.31, 6.10)  0.0002
C (-16.24, -4.34, 5.21)  0.0001
H (-16.45, 3.73, 5.99)  0.0140
O (-11.34, 2.73, 6.66)  0.0004

=====

# 4
The following is a DFT calculation (ωB97M-V/def2-TZVPD) of a 4-piece molecular cluster, C16H26BBrF9O9P2S overall.

Properties
**Total charge**: -1
**LUMO level**: 2.14 eV
**Total energy**: -5881.2009 Eh

Last column: Löwdin charge in e.
Atoms and positions in Å:
H (-6.79, -3.53, -1.51)  0.1274
C (3.50, 4.91, -0.16)  -0.7539
H (-0.79, -0.84, -1.05)  0.1129
O (2.75, 2.91, 0.54)  -0.1311
O (-2.63, -1.51, -0.32)  0.0381
O (0.97, 1.25, -1.05)  -0.4463
H (-2.08, -1.74, -3.00)  0.0762
H (1.84, 4.01, 3.97)  0.0102
H (3.62, 3.15, -1.31)  0.1273
H (1.14, 0.96, -0.14)  0.0299
C (-7.90, -4.41, -3.59)  -0.4074
H (-3.35, -0.55, -2.70)  0.0792
C (4.71, 1.45, 3.79)  -0.5517
S (4.51, 6.04, -1.13)  0.7613
H (7.27, -1.88, 2.74)  0.1228
H (5.62, 5.84, -0.42)  -0.1603
H (6.79, -0.88, 1.36)  0.1252
C (-8.31, -4.41, -5.08)  -0.5567
H (-6.59, -6.03, -1.53)  0.0812
H (0.29, 3.19, 3.87)  0.0193
C (-3.17, -3.54, 0.72)  -0.5469
F (-4.46, -3.23, 0.51)  0.1516
C (1.19, 3.44, 3.31)  -0.3359
C (8.57, -0.20, 2.38)  -0.0625
C (-1.10, 4.28, 1.76)  -0.3975
F (-3.03, -4.85, 0.56)  0.1610
C (5.70, 0.88, 2.75)  -0.3864
H (8.51, 0.82, 1.99)  0.0784
H (-1.73, -0.01, -3.20)  0.0855
H (4.79, 3.11, 0.07)  0.1061
C (-5.71, -5.40, -1.63)  -0.0507
O (-1.31, -3.29, -0.79)  0.1670
P (0.73, 4.49, 1.85)  0.9081
F (-7.42, -5.04, -5.84)  0.1684
O (6.29, -0.19, 3.25)  0.0255
F (-8.43, -3.16, -5.53)  0.1676
H (1.71, 2.52, 3.03)  0.0056
Br (0.44, 3.48, -3.04)  0.1656
C (-1.85, -0.62, -1.16)  -0.1819
H (-5.01, -5.89, -2.31)  0.0890
H (-1.46, 4.88, 0.92)  0.0210
H (-2.04, 0.38, -0.79)  0.1099
H (8.96, -0.16, 3.40)  0.0808
C (-2.24, -2.76, -0.25)  -0.4199
O (2.16, 4.95, -0.56)  -0.1828
F (5.28, 1.48, 5.01)  0.1549
H (-1.45, 3.25, 1.64)  0.0050
C (-6.08, -4.03, -2.15)  -0.1851
F (-9.49, -5.02, -5.23)  0.1712
H (-1.53, 4.70, 2.67)  0.0129
H (3.56, 5.17, 0.92)  0.1094
H (-5.20, -3.39, -2.25)  0.1203
F (4.32, 2.67, 3.48)  0.1894
O (-8.67, -4.62, -2.71)  0.1668
B (1.60, 3.79, 0.21)  -1.1493
C (7.21, -0.86, 2.36)  -0.2000
C (3.80, 3.43, -0.26)  -0.2137
H (9.27, -0.76, 1.76)  0.0797
O (5.85, 1.35, 1.66)  0.1779
F (3.63, 0.66, 3.87)  0.1668
C (-2.28, -0.74, -2.61)  -0.0520
P (0.25, 2.75, -0.89)  0.5455
H (-5.24, -5.31, -0.66)  0.0590
F (-2.88, -3.24, 1.99)  0.1721
O (-6.62, -4.11, -3.50)  0.0391